Record 1
The following is a DFT calculation (ωB97M-V/def2-TZVPD) of a structure of composition C9H24BeCsF3N3Na2O9S2 in a non-equilibrium geometry.

Each line ends with the Löwdin charge.
Positions of all 54 atoms, in Å:
Cs: 3.08130 -6.45000 2.37075  1.535
S: -4.01597 1.68052 -0.60713  0.725
S: -6.78871 1.58041 -0.96084  0.722
Na: 4.88130 -1.39877 3.67937  0.499
Na: 2.48130 -1.87126 -3.09028  0.774
F: -3.51870 -1.68255 0.57396  -0.431
F: 1.58130 4.81697 0.63325  -0.658
F: 0.98130 -3.42771 0.03989  -0.604
O: -4.31906 0.18382 -0.22408  -0.349
O: 1.60569 -4.68249 2.60831  -0.402
O: 0.96295 -1.24513 -1.79907  -0.043
O: -7.81870 2.49006 -1.67923  -0.394
O: 0.81791 -5.94133 1.23766  -0.108
O: -3.69953 1.74980 -2.14477  -0.389
O: 2.68509 0.57322 -1.85160  -0.156
O: -7.47539 0.75634 0.17547  -0.393
O: 0.53801 -6.43737 3.34396  -0.042
N: 6.68123 -0.20625 -0.17924  0.332
N: -5.49865 2.56707 -0.23829  -0.196
N: -3.21870 -4.85210 0.86461  0.326
C: 0.57882 2.75627 -0.10541  -0.242
C: 0.96358 -5.72659 2.44656  -1.564
C: 1.88557 -0.46709 -1.18504  -0.279
C: -2.00364 3.70839 0.18816  -0.201
C: -0.58632 3.78472 -0.63037  -0.209
C: 1.91340 2.96580 -1.09052  -0.162
C: 1.87840 1.74362 -2.23134  -0.178
C: -2.56494 2.19700 0.47773  -0.226
C: 2.18057 -0.69520 0.44003  -0.057
Be: 2.78130 -2.36588 2.09896  0.527
H: -2.81772 4.23581 -0.50842  0.123
H: -0.70150 3.69227 -1.80461  0.119
H: -3.42448 -5.16684 -0.09075  0.159
H: -0.15848 4.88473 -0.44955  0.121
H: -1.98905 4.31170 1.20113  0.133
H: 7.59895 -0.08296 -0.62314  0.168
H: 0.30583 1.61351 -0.20589  0.070
H: 3.20144 -0.17075 0.74609  0.055
H: 2.29813 -1.83013 0.72913  -0.077
H: 0.90784 3.08039 0.97158  0.103
H: -6.29841 0.64395 -1.89130  0.101
H: 2.88019 2.81333 -0.41720  0.109
H: 0.77789 1.39656 -2.44698  0.141
H: -3.99442 -5.11182 1.48512  0.158
H: -1.76980 1.34250 0.40303  0.110
H: 1.30999 -0.22215 1.06883  0.136
H: 5.98497 0.36935 -0.66711  0.161
H: -3.10204 -3.83190 0.87124  0.104
H: 2.29384 2.15176 -3.27350  0.139
H: 1.89996 4.00572 -1.62732  0.123
H: 6.73544 0.08261 0.80455  0.149
H: -2.96127 2.17955 1.60197  0.135
H: 6.40590 -1.19398 -0.23130  0.154
H: -2.35387 -5.29752 1.19294  0.152

## Properties
energy = -2653.02076 a.u.
spin multiplicity = 1
HOMO-LUMO gap = 0.06236 Ha
E_HOMO = -8.510 eV
charge = +1

Record 2
The following is a DFT calculation (ωB97M-V/def2-TZVPD) of a cluster of 3 separate species, C9H24BrFO8PS in total in a non-equilibrium geometry.

Each line ends with the Löwdin charge.
Positions of all 45 atoms, in Å:
Br: -1.50904 3.98857 -0.33088  0.652
S: -3.40482 1.32409 -0.33108  0.635
P: 0.06036 1.20189 2.06374  0.490
F: -3.92540 -0.10065 0.15105  -0.181
O: 0.37747 2.19803 0.57009  -0.329
O: -2.06644 -0.91860 5.45904  -0.072
O: -1.66002 1.33441 1.65907  -0.342
O: 4.99749 0.24834 -2.17391  -0.059
O: -1.91988 -2.75634 3.30589  -0.078
O: -3.40413 1.27887 -1.76362  -0.281
O: -4.23293 2.26731 0.34325  -0.284
O: 2.94037 -0.91146 -3.73852  -0.076
C: -0.18447 1.92316 -1.75948  -0.221
C: -3.22742 -1.37443 4.78724  -0.258
C: -2.92475 -1.73474 3.34841  -0.234
C: -1.70633 1.15531 0.28320  -0.507
C: 4.16464 -1.59997 -3.49198  -0.237
C: 0.22186 -0.65329 -1.80139  -0.092
C: -0.63769 2.11105 -0.31137  -0.799
C: 0.79334 0.77353 -2.00064  -0.231
C: 5.28647 -0.60924 -3.26272  -0.261
H: -1.32631 -1.42540 5.10144  0.072
H: -1.04593 1.86705 -2.42512  0.101
H: -3.62143 -2.26030 5.31020  0.108
H: 5.43849 -0.00591 -4.16965  0.114
H: -2.31499 -3.56935 3.63614  0.079
H: 1.50041 1.18844 2.28914  -0.046
H: 0.33304 2.84872 -2.01442  0.090
H: 1.10495 0.84164 -3.04535  0.085
H: 3.00485 -0.49338 -4.60357  0.094
H: 4.00055 -2.19395 -2.59377  0.126
H: -3.82700 -2.07712 2.83095  0.117
H: -0.02729 2.33893 2.92104  -0.015
H: -0.82631 -0.64903 -1.51800  0.051
H: -0.12126 0.23737 3.12992  -0.055
H: -2.51303 -0.87676 2.81667  0.104
H: 4.05129 0.44383 -2.21291  0.072
H: -3.97196 -0.57934 4.83845  0.120
H: 0.28057 -1.21184 -2.73845  0.058
H: -1.52105 0.09118 0.10386  0.095
H: 4.40092 -2.27177 -4.32457  0.115
H: 6.21707 -1.13106 -3.03426  0.117
H: 0.81485 -1.20271 -1.07316  0.067
H: 1.70324 0.88888 -1.41162  0.098
H: 0.22767 0.05603 1.18166  -0.003

## Properties
energy = -4372.62930 a.u.
spin multiplicity = 1
HOMO-LUMO gap = 0.26998 Ha
E_HOMO = -4.994 eV
charge = -1

Record 3
The following is a DFT calculation (ωB97M-V/def2-TZVPD) of a cluster of 4 separate species, C9H24BrO9S3 in total in a non-equilibrium geometry.

Each line ends with the Löwdin charge.
Positions of all 46 atoms, in Å:
Br: 0.35992 -1.94545 -0.99765  -0.998
S: 7.57913 0.30850 3.23212  0.651
S: -5.62255 -1.78670 3.95976  0.679
S: -2.63226 1.90403 -6.78395  0.669
O: -3.43134 2.75850 -5.60361  -0.272
O: -1.21769 2.23708 -6.69470  -0.317
O: 7.40776 1.65253 2.28737  -0.275
O: -4.41795 -2.05527 4.75241  -0.306
O: -6.76109 -1.05311 4.52392  -0.308
O: -6.20663 -3.13902 3.23181  -0.290
O: -3.27934 2.08496 -8.09406  -0.314
O: 6.84081 0.57597 4.43490  -0.276
O: 9.00865 -0.01591 3.30000  -0.318
C: -5.09877 -0.91200 2.40165  -0.105
C: 8.53349 2.48527 2.21454  -0.278
C: -2.93846 2.63136 -4.24018  -0.274
C: -2.77797 0.14905 -6.18537  -0.093
C: -3.55326 3.71192 -3.37548  -0.069
C: 6.78486 -0.85431 2.10171  -0.097
C: -5.39512 -4.10268 2.49342  -0.243
C: 9.45064 2.09549 0.99989  -0.065
C: -4.74386 -5.07253 3.48954  -0.070
H: -4.05001 -4.45441 4.05929  0.064
H: -4.59739 -3.65206 1.90295  0.109
H: 5.74743 -0.51989 2.10124  0.076
H: 7.25085 -0.70010 1.12850  0.074
H: -4.30862 -5.94378 3.00007  0.081
H: -4.87386 0.13009 2.62876  0.066
H: -2.26911 0.13168 -5.22159  0.063
H: 8.91793 2.36452 0.08778  0.072
H: 9.81514 1.06947 0.94971  0.065
H: 8.14338 3.48540 2.02570  0.120
H: -5.82341 -1.04400 1.59818  0.068
H: 9.06266 2.40809 3.16433  0.107
H: -5.93129 -4.58114 1.67384  0.117
H: -5.45357 -5.39431 4.25170  0.077
H: -3.85783 0.04855 -6.07629  0.063
H: -4.57162 3.41330 -3.12676  0.072
H: -1.85236 2.66557 -4.15449  0.120
H: 6.83309 -1.85925 2.52109  0.076
H: 10.39906 2.62994 1.05438  0.068
H: -3.21235 1.63856 -3.88320  0.110
H: -4.18437 -1.38321 2.04121  0.061
H: -3.05014 3.75603 -2.40954  0.084
H: -2.35690 -0.55003 -6.90793  0.073
H: -3.66568 4.68331 -3.85700  0.082

## Properties
energy = -4803.04657 a.u.
spin multiplicity = 1
HOMO-LUMO gap = 0.22949 Ha
E_HOMO = -3.905 eV
charge = -1